i.
{
  "formula": "C5H13NP",
  "method": "wB97M-V/def2-TZVPD",
  "homo_lumo_gap_ev": 9.78,
  "total_charge": 1,
  "e_lumo_ev": -3.62,
  "elements": ["H", "H", "H", "C", "C", "C", "H", "H", "H", "H", "C", "H", "H", "N", "H", "C", "H", "H", "H", "P"],
  "coordinates": [[-1.77202, -0.53498, -1.19009], [-0.43209, 1.57267, 0.91326], [3.72604, -0.23306, -0.74610], [3.19395, 0.57039, -1.17297], [-1.57368, -0.69110, 0.84455], [1.96391, 0.80800, -0.41759], [1.60767, 1.79413, -0.32824], [-3.01829, 0.79589, 1.87252], [-0.01511, -0.67435, -0.42876], [-3.69859, -0.56180, 0.93524], [1.30331, -0.15411, 0.19083], [1.71219, -1.09819, 0.36730], [3.83932, 1.47192, -1.21814], [-1.11225, -0.96590, -0.55929], [2.97445, 0.27584, -2.30272], [-2.87578, 0.15265, 0.94989], [-2.84111, 0.85936, 0.09961], [-1.26899, -2.03366, -0.76159], [-1.64149, -1.64023, 1.35436], [-0.07143, 0.28655, 1.59792]]
}

=====

ii.
{
  "formula": "C5H13NP",
  "method": "wB97M-V/def2-TZVPD",
  "homo_lumo_gap_ev": 10.88,
  "total_charge": 1,
  "e_lumo_ev": -3.35,
  "elements": ["H", "H", "H", "C", "C", "H", "C", "N", "H", "H", "H", "C", "H", "H", "H", "C", "H", "H", "P", "H"],
  "coordinates": [[2.25924, 0.75316, -0.26561], [0.30559, 0.98409, 2.15484], [-1.24443, -0.36591, -2.96210], [0.17591, -0.48309, -1.38941], [1.63740, -0.66558, 2.30251], [0.33491, 1.85927, -0.28390], [-0.98088, 0.24016, -2.09895], [1.34694, -1.24724, 3.38418], [-0.62665, 1.18797, -2.50486], [-2.00768, 0.22610, -0.15587], [0.96028, -0.71351, -2.10745], [-2.20727, 0.47370, -1.19843], [-3.03034, -0.16311, -1.51162], [-0.40008, -0.52151, 1.59549], [2.64426, -0.65847, 1.88116], [0.51110, 0.07029, 1.59215], [-0.15972, -1.38851, -0.88920], [2.16042, -1.67721, 3.81710], [0.88275, 0.59025, -0.10080], [-2.56174, 1.49915, -1.25923]]
}

=====

iii.
{
  "formula": "C5H13NP",
  "method": "wB97M-V/def2-TZVPD",
  "homo_lumo_gap_ev": 9.60,
  "total_charge": 1,
  "e_lumo_ev": -3.29,
  "elements": ["H", "H", "H", "H", "H", "C", "H", "C", "H", "H", "C", "C", "H", "C", "H", "H", "H", "P", "H", "N"],
  "coordinates": [[-1.72061, -1.94822, 0.37386], [-0.95564, 2.03852, 0.28178], [-0.34340, -1.06878, -2.57288], [-1.46171, 0.16224, -0.44379], [0.08091, 1.46169, -1.66435], [-1.30714, -1.19599, 1.08712], [1.44265, -1.16002, -2.38368], [0.57547, -0.68303, -2.22519], [-0.59485, -1.55219, 1.75781], [-2.05288, -0.94306, 1.78162], [-0.89325, 1.29016, 1.07841], [0.47234, -0.14288, -0.25895], [1.92992, 0.96971, -1.62089], [0.81293, 0.73795, -1.46920], [-1.82784, 1.38680, 1.68796], [2.87839, -0.47252, 0.00727], [0.07428, 1.32867, 1.76595], [1.81024, -0.72109, 0.98230], [1.91947, 0.56559, 1.51205], [-0.83927, -0.05356, 0.32283]]
}

=====

ii is the most stable structure; the next one sits 0.0448 hartree above it.

=====

i.
{
  "formula": "C5H31NO10",
  "method": "wB97M-V/def2-TZVPD",
  "homo_lumo_gap_ev": 8.85,
  "total_charge": 0,
  "e_lumo_ev": 0.28,
  "elements": ["H", "H", "O", "H", "H", "O", "H", "H", "C", "H", "H", "C", "H", "H", "H", "H", "O", "H", "O", "H", "H", "H", "H", "H", "H", "O", "O", "C", "H", "O", "H", "H", "H", "O", "H", "O", "N", "H", "O", "H", "H", "C", "H", "C", "H", "H", "H"],
  "coordinates": [[-0.89710, -0.48003, -2.53508], [3.14560, -0.65338, 0.57594], [-0.99477, -1.26730, 2.23515], [-1.14641, 3.45950, -1.57352], [2.24870, 1.93335, -3.22431], [1.64346, -1.84182, 2.38886], [3.45525, -1.09808, 2.21194], [-1.87613, 1.56302, 1.63997], [1.44385, -0.69006, -2.14423], [2.17208, -0.18190, -2.79556], [-0.57778, 4.31357, -0.08414], [0.67370, 0.26808, -1.41000], [-0.68162, -2.64510, -1.99927], [-3.05730, -0.11989, -0.22284], [0.22343, 1.91930, 3.86711], [3.31194, 1.05736, 1.14650], [2.68586, 1.75286, 1.52702], [0.76188, -1.82004, 2.26119], [-3.35786, -0.42788, -1.05063], [0.83270, -1.48762, -2.74479], [-1.39256, 0.29065, 1.48146], [-1.67953, -0.91723, 2.80798], [-1.98961, -2.64130, -2.71622], [0.78710, 0.57087, 3.50737], [-2.82260, -1.09110, -1.53142], [-0.06487, 1.03764, 3.70729], [-1.34829, -0.72566, -3.39895], [0.86638, 1.56289, -1.52507], [-2.68065, -2.68618, 1.13669], [-1.59714, -2.83142, -1.83810], [2.31872, 2.06894, 0.76199], [1.97435, -1.34794, -1.46544], [-1.53558, 2.78246, -0.01827], [3.75555, -0.77615, 1.41502], [-1.59687, -0.03895, -3.95526], [-1.85238, -3.18090, 1.03230], [0.41418, 2.35196, -0.46058], [0.05294, -0.36122, -0.62678], [-2.15166, 0.80784, 1.13200], [-1.77501, -3.37296, 0.11908], [1.76092, -2.31652, 3.25961], [-0.74418, 3.29415, -0.55814], [1.73798, 3.44837, -2.30054], [1.47036, 2.36175, -2.60582], [-1.10922, -2.06718, 1.65383], [0.28643, 1.78614, 0.38792], [0.84490, 2.51082, -3.54117]]
}

=====

ii.
{
  "formula": "C5H31NO10",
  "method": "wB97M-V/def2-TZVPD",
  "homo_lumo_gap_ev": 10.06,
  "total_charge": 0,
  "e_lumo_ev": -0.21,
  "elements": ["H", "H", "H", "H", "N", "H", "H", "H", "H", "O", "C", "O", "C", "H", "H", "H", "H", "H", "O", "H", "H", "H", "H", "H", "H", "H", "H", "C", "C", "H", "O", "O", "O", "H", "C", "H", "O", "H", "O", "H", "H", "O", "H", "H", "O", "H", "H"],
  "coordinates": [[0.02421, -1.15217, 3.16739], [-2.70457, -0.47597, -1.29568], [2.51808, 0.87601, 0.51913], [3.06696, 0.52601, -1.19725], [0.19072, 0.13140, 0.49148], [2.54298, -1.82978, 0.67824], [-4.12470, -0.48368, -1.57123], [-1.31056, 0.55692, 4.42650], [1.50085, 1.79077, -3.11617], [-0.22342, 2.79010, 0.37001], [2.94822, 0.13616, -0.19192], [1.77425, 2.49535, -2.52142], [-0.09045, -2.29173, -0.32018], [3.84792, -1.75663, -1.58479], [0.01384, 3.27394, 2.13518], [0.77587, -0.51132, -1.37526], [-0.96917, 1.18294, -2.34114], [1.09774, 2.60251, -1.82251], [-0.41455, -2.52632, 1.02678], [0.83135, 0.31071, 1.30647], [-0.76319, -1.88437, -3.81266], [-2.16613, -1.52949, -3.48623], [-2.97879, 2.00477, 2.76384], [-3.30766, 2.50276, 1.46322], [1.36391, -1.79458, 2.88636], [2.92495, -3.13301, -1.22344], [-1.40072, 0.67796, 2.96076], [2.77446, -2.03061, -1.39789], [0.69985, -0.97553, -0.39497], [3.96679, 0.21510, 0.22100], [0.01419, 3.27880, 3.10301], [-1.32163, -1.09865, -3.74471], [-1.76204, 1.09720, 3.75141], [0.37335, -3.10836, -0.88243], [2.23504, -1.22484, -0.18759], [-0.66369, -0.28689, 0.93825], [-3.52557, -0.86753, -0.91962], [-2.12377, 0.93303, -3.41457], [-3.71784, 1.91658, 2.13351], [-0.85538, 2.38513, -0.23682], [-0.87926, 3.11959, 3.40900], [-1.89821, 0.99936, -2.48142], [-1.08497, -2.19642, -0.87588], [0.47283, 2.11721, 0.27269], [0.89517, -1.26167, 3.56038], [2.24173, -2.08508, -2.35701], [-0.80898, -3.41566, 1.16821]]
}

=====

ii is the most stable structure; the next one sits 0.0529 hartree above it.

=====

i.
{
  "formula": "C5H5NO2",
  "method": "wB97M-V/def2-TZVPD",
  "homo_lumo_gap_ev": 9.20,
  "total_charge": 0,
  "e_lumo_ev": 0.54,
  "elements": ["H", "C", "C", "H", "H", "C", "O", "O", "H", "H", "C", "N", "C"],
  "coordinates": [[2.72643, -0.38159, 0.11833], [0.93372, 0.84475, -0.01598], [-0.19466, -1.31357, -0.02281], [-2.32114, -1.35278, 0.13310], [0.00950, -2.39497, -0.01008], [-0.37942, 1.43296, -0.01666], [2.04781, 1.35375, 0.01102], [2.10472, -1.17765, -0.01590], [-2.49213, 1.13529, -0.00304], [-0.37435, 2.52251, -0.10432], [-1.52729, 0.65182, -0.00956], [0.90255, -0.55323, -0.05765], [-1.43574, -0.76729, -0.00645]]
}

=====

ii.
{
  "formula": "C5H5NO2",
  "method": "wB97M-V/def2-TZVPD",
  "homo_lumo_gap_ev": 9.50,
  "total_charge": 0,
  "e_lumo_ev": 0.03,
  "elements": ["H", "C", "O", "H", "H", "H", "O", "N", "C", "H", "C", "C", "C"],
  "coordinates": [[1.58855, 1.65118, -0.32275], [2.07325, 0.70645, 0.33967], [-0.77051, 0.70398, -0.57540], [3.28369, 0.45837, 0.48503], [-3.14191, -1.28876, 0.27545], [-2.61193, 1.11987, -0.61401], [1.93481, -1.45147, -0.70586], [-1.04827, -1.37989, 0.30219], [-2.22721, -0.82977, 0.15516], [1.81116, 0.85005, 1.34041], [-0.13109, -0.44852, -0.12304], [1.32697, -0.51299, -0.16615], [-2.08751, 0.42149, -0.39071]]
}

=====

i is the most stable structure; the next one sits 0.0597 hartree above it.

=====

i.
{
  "formula": "C5H5NO2",
  "method": "wB97M-V/def2-TZVPD",
  "homo_lumo_gap_ev": 8.73,
  "total_charge": 0,
  "e_lumo_ev": 0.30,
  "elements": ["N", "C", "H", "C", "C", "H", "C", "H", "H", "O", "H", "C", "O"],
  "coordinates": [[-1.84760, -0.20919, 0.51753], [0.19339, 0.36985, -0.21665], [1.15859, 2.16150, -0.70780], [-0.86530, -1.23165, 0.96200], [1.16591, 1.04270, -0.68744], [1.13395, -1.46156, 0.57265], [-1.18186, 0.86402, -0.19596], [-0.87013, -2.22516, 1.44752], [2.88557, -0.51277, -0.99695], [2.35534, 0.49033, -1.18650], [-2.77726, -0.14815, 0.64084], [0.26463, -1.01120, 0.33650], [-1.61522, 1.87130, -0.48574]]
}

=====

ii.
{
  "formula": "C5H5NO2",
  "method": "wB97M-V/def2-TZVPD",
  "homo_lumo_gap_ev": 8.32,
  "total_charge": 0,
  "e_lumo_ev": 0.47,
  "elements": ["O", "H", "C", "H", "H", "C", "H", "H", "N", "O", "C", "C", "C"],
  "coordinates": [[0.22461, 2.38157, 0.51024], [0.13165, 2.48045, 1.42674], [1.25096, -0.32534, -1.48873], [-1.39815, 0.36295, 1.78115], [1.55222, -0.58497, -2.59022], [-0.12851, 1.20529, 0.01154], [2.16759, -0.53079, -0.79784], [-1.32577, -2.09584, 1.67781], [-0.09679, -0.78543, -1.12835], [-1.10214, -2.09982, 0.73512], [0.19232, 0.64826, -1.24104], [-0.85596, 0.28986, 0.78249], [-0.61204, -0.94618, 0.32108]]
}

=====

i is the most stable structure; the next one sits 0.0434 hartree above it.

=====

i.
{
  "formula": "C5H5NO2",
  "method": "wB97M-V/def2-TZVPD",
  "homo_lumo_gap_ev": 8.92,
  "total_charge": 0,
  "e_lumo_ev": -0.43,
  "elements": ["C", "H", "O", "H", "N", "H", "O", "C", "H", "H", "C", "C", "C"],
  "coordinates": [[-2.04204, -0.27166, -0.09647], [2.34583, -1.15824, -0.75201], [1.30128, 0.63901, -0.07101], [3.28099, 0.31580, 0.09008], [-0.66682, 1.63039, 0.15093], [-0.50524, -1.99983, -0.21923], [-3.10358, -0.77388, 0.23472], [0.10174, 0.28737, 0.05012], [2.52085, -0.91727, 1.11743], [-2.89733, 2.01368, -0.34558], [2.29737, -0.35061, 0.11605], [-1.95601, 1.38178, -0.05043], [-0.67703, -0.79654, -0.22461]]
}

=====

ii.
{
  "formula": "C5H5NO2",
  "method": "wB97M-V/def2-TZVPD",
  "homo_lumo_gap_ev": 9.39,
  "total_charge": 0,
  "e_lumo_ev": 0.11,
  "elements": ["H", "O", "H", "C", "O", "N", "H", "H", "C", "H", "C", "C", "C"],
  "coordinates": [[-0.72488, -1.65452, -1.14612], [-1.10031, -0.85472, 0.64157], [1.91560, -0.95026, -0.93123], [-1.15811, 0.23648, -1.57199], [-2.24769, 0.59701, -1.07069], [-0.84909, 0.00891, 1.71179], [2.18761, 0.81302, 0.80528], [-0.64096, 0.69315, -2.44088], [0.25258, 0.69620, 1.62259], [0.37326, 1.13834, 2.64342], [1.25292, 0.41710, 0.66263], [-0.38054, -0.68050, -0.62123], [1.11961, -0.46022, -0.30515]]
}

=====

iii.
{
  "formula": "C5H5NO2",
  "method": "wB97M-V/def2-TZVPD",
  "homo_lumo_gap_ev": 9.90,
  "total_charge": 0,
  "e_lumo_ev": -0.72,
  "elements": ["H", "C", "C", "C", "H", "H", "H", "O", "N", "O", "C", "C", "H"],
  "coordinates": [[2.67834, 0.68690, -1.20291], [-1.22297, -0.19234, -0.63964], [0.67088, 0.10814, 1.08686], [-0.75880, -0.13155, 0.61616], [-2.51228, -0.40442, -0.88891], [1.20928, -1.03705, -1.69484], [1.13159, 1.18460, -1.63481], [1.70628, 0.36852, 0.34047], [-2.56355, -0.39927, 2.57653], [0.69351, 0.25021, 2.38387], [1.64487, 0.18148, -1.06536], [-1.74780, -0.27253, 1.66288], [-0.92935, -0.34268, -1.54030]]
}

=====

i is the most stable structure; the next one sits 0.0159 hartree above it.

=====

i.
{
  "formula": "C2H4O2S",
  "method": "wB97M-V/def2-TZVPD",
  "homo_lumo_gap_ev": 9.66,
  "total_charge": 0,
  "e_lumo_ev": -0.62,
  "elements": ["S", "C", "H", "H", "H", "O", "C", "H", "O"],
  "coordinates": [[-2.77717, -0.23086, -0.16266], [0.15915, -0.66890, -0.27440], [-0.31078, -1.55971, 0.10086], [0.42031, 1.39182, 0.05097], [0.61979, -0.81415, -1.17786], [-2.74332, -0.31853, 1.24669], [-0.11011, 0.53379, 0.35819], [-0.78948, 0.75631, 1.14197], [-3.11733, 1.04503, -0.71188]]
}

=====

ii.
{
  "formula": "C2H4O2S",
  "method": "wB97M-V/def2-TZVPD",
  "homo_lumo_gap_ev": 11.11,
  "total_charge": 0,
  "e_lumo_ev": 0.71,
  "elements": ["H", "C", "H", "H", "O", "O", "C", "S", "H"],
  "coordinates": [[-0.65149, -1.07345, 1.14718], [-0.52346, 0.02112, 0.73052], [-0.92788, 0.74866, 1.42012], [-0.74811, -0.88711, -1.07723], [1.69061, -1.21386, 0.00346], [1.71681, 1.27163, -0.09181], [-0.55387, 0.11311, -0.86493], [0.98912, 0.03361, -0.01921], [-0.99173, 0.98627, -1.24810]]
}

=====

i is the most stable structure; the next one sits 0.0351 hartree above it.

=====

i.
{
  "formula": "C2H4O2S",
  "method": "wB97M-V/def2-TZVPD",
  "homo_lumo_gap_ev": 9.46,
  "total_charge": 0,
  "e_lumo_ev": -0.25,
  "elements": ["C", "H", "H", "O", "H", "S", "C", "H", "O"],
  "coordinates": [[0.47215, 0.83727, -1.61814], [-0.34760, 0.23052, -1.98654], [0.30239, 1.85223, -1.75252], [-0.48355, 0.55006, 1.35292], [-0.21818, -1.37720, 1.71132], [1.61030, 0.34591, -0.56138], [-0.93199, -0.50806, 1.58283], [-2.11235, -0.74719, 1.62093], [1.70882, -1.18353, -0.34943]]
}

=====

ii.
{
  "formula": "C2H4O2S",
  "method": "wB97M-V/def2-TZVPD",
  "homo_lumo_gap_ev": 10.37,
  "total_charge": 0,
  "e_lumo_ev": 0.46,
  "elements": ["H", "S", "O", "C", "O", "H", "H", "H", "C"],
  "coordinates": [[-1.26001, 0.27295, -1.15815], [-1.08969, 0.73406, 1.26318], [-0.56602, -0.15628, -1.61764], [0.50776, 0.18179, 0.65484], [1.53878, -0.75167, -1.34947], [1.08193, 1.11787, 0.65527], [-1.69444, -0.48233, 1.16235], [0.95118, -0.61272, 1.25148], [0.53049, -0.30367, -0.86185]]
}

=====

iii.
{
  "formula": "C2H4O2S",
  "method": "wB97M-V/def2-TZVPD",
  "homo_lumo_gap_ev": 9.25,
  "total_charge": 0,
  "e_lumo_ev": -0.85,
  "elements": ["S", "H", "C", "O", "H", "H", "O", "C", "H"],
  "coordinates": [[0.40917, 0.98541, -1.39820], [1.07565, 0.74210, 0.66880], [-0.31882, -0.63737, 0.81650], [0.82374, 0.01223, 1.35156], [1.62874, -0.14530, -0.67792], [-1.67907, 0.68685, 0.04450], [-0.71008, -1.66040, 1.32930], [-0.89826, 0.11423, -0.45879], [-1.17882, -0.72604, -1.25725]]
}

=====

iv.
{
  "formula": "C2H4O2S",
  "method": "wB97M-V/def2-TZVPD",
  "homo_lumo_gap_ev": 10.35,
  "total_charge": 0,
  "e_lumo_ev": 0.62,
  "elements": ["H", "H", "C", "H", "O", "S", "O", "C", "H"],
  "coordinates": [[1.93845, -0.80011, 0.27002], [-1.36629, -0.65249, -2.30866], [-0.20265, -0.84210, -0.09130], [0.79821, 0.59905, 1.03784], [0.09195, -1.35627, 1.10980], [-0.73933, -1.67324, -1.58009], [-1.55300, 0.50729, 0.11918], [0.93993, -0.38734, 0.51742], [-2.00524, 0.04951, 0.78622]]
}

=====

ii is the most stable structure; the next one sits 0.0848 hartree above it.

=====

i.
{
  "formula": "C2H6S",
  "method": "wB97M-V/def2-TZVPD",
  "homo_lumo_gap_ev": 9.80,
  "total_charge": 0,
  "e_lumo_ev": 1.03,
  "elements": ["H", "C", "H", "H", "H", "C", "H", "S", "H"],
  "coordinates": [[1.99872, -0.03184, -0.15221], [-0.38659, -0.58987, 0.16927], [-0.26551, -1.03194, 1.14524], [0.92024, 1.28434, -0.76387], [-2.48778, -0.44710, -0.83720], [1.16420, 0.62031, 0.05051], [-0.25252, -1.27741, -0.65053], [-1.89146, 0.36246, 0.02927], [1.20071, 1.11105, 1.00952]]
}

=====

ii.
{
  "formula": "C2H6S",
  "method": "wB97M-V/def2-TZVPD",
  "homo_lumo_gap_ev": 8.20,
  "total_charge": 0,
  "e_lumo_ev": -0.90,
  "elements": ["H", "H", "H", "H", "H", "H", "C", "C", "S"],
  "coordinates": [[-0.59653, 1.81455, -0.68588], [0.86665, 0.82693, 0.92404], [-0.71776, -0.97998, -0.82054], [0.55635, 0.13541, -1.34256], [0.91529, -1.50342, -0.58781], [0.13240, -0.60383, 1.60308], [0.08513, 0.08167, 0.74101], [0.28307, -0.61989, -0.60944], [-1.52460, 0.84855, 0.77808]]
}

=====

i is the most stable structure; the next one sits 0.0440 hartree above it.